84
Properties=species:S:1:pos:R:3:lowdin_spin:R:1 method="wB97M-V/def2-TZVPD" homo_energy_ev="-1.8 / -1.0" total_charge=-1 fmax_ha_per_bohr=0.134 spin_multiplicity=8 total_energy_ev=-84434.9072 de_lowest_kcal_mol=0.00
Gd -0.6429 0.3171 -1.9056 7.530
Cl -2.2491 0.5665 -0.1614 0.004
N -0.5626 2.3583 -1.9812 -0.004
N -0.6819 -1.7217 -1.7161 -0.013
C -1.4637 3.1381 -2.4475 0.010
C -1.4361 -2.5491 -2.3362 0.002
C 0.4587 3.1797 -1.2716 0.012
C -0.3014 4.5044 -1.1204 0.001
C 1.6772 3.3265 -2.1700 0.017
C 0.8189 2.5542 0.0597 0.021
H 1.3840 3.3646 -3.2181 0.002
H 2.3422 2.4779 -2.0440 0.012
H 2.2111 4.2450 -1.9264 0.001
H 0.0032 2.6455 0.7712 0.001
H 1.7120 3.0268 0.4678 0.001
H 1.0345 1.4951 -0.0739 0.020
C 0.1677 -2.4821 -0.7523 0.008
C -0.0294 -3.9159 -1.2653 0.000
C -0.4020 -2.3069 0.6477 0.000
C 1.6144 -2.0420 -0.8167 0.032
H 1.9854 -2.0450 -1.8367 0.010
H 2.2278 -2.7007 -0.2018 0.002
H 1.7207 -1.0289 -0.4360 0.017
H -1.4489 -2.6003 0.6867 0.000
H -0.3463 -1.2685 0.9580 0.001
H 0.1613 -2.9191 1.3517 0.000
O -1.2305 -3.8569 -2.0824 0.002
H -0.1943 -4.6418 -0.4752 0.000
H 0.7879 -4.2442 -1.9070 0.000
O -1.3476 4.4431 -2.1326 0.005
H 0.3059 5.3816 -1.3191 0.000
H -0.7890 4.5967 -0.1502 0.000
C -2.6290 2.7381 -3.2822 -0.008
C -2.5518 -2.2220 -3.2694 -0.017
C -2.2998 -0.9601 -4.0401 -0.086
H -3.4524 -2.1155 -2.6608 -0.008
H -2.7111 -3.0788 -3.9185 0.000
C -2.6635 0.2562 -3.4523 -0.197
C -2.3486 1.4808 -4.0503 -0.061
H -3.2868 0.2492 -2.5692 -0.021
C -1.6698 1.4921 -5.2665 -0.061
C -1.3468 0.2712 -5.8499 -0.167
C -1.2199 2.7707 -5.9009 -0.007
C -1.6183 -0.9565 -5.2545 -0.036
H -0.7976 0.2777 -6.7828 -0.022
C -1.1019 -2.2183 -5.8699 -0.002
H -0.6843 -2.0298 -6.8550 -0.002
H -1.8759 -2.9787 -5.9782 0.001
H -0.3076 -2.6448 -5.2561 0.000
H -2.0239 3.5037 -5.9745 0.000
H -0.8390 2.5968 -6.9035 -0.002
H -0.4170 3.2289 -5.3224 -0.003
H -2.8884 3.5757 -3.9262 0.000
H -3.4704 2.5888 -2.6030 -0.005
O -1.3127 1.6145 2.0653 0.001
C -0.2789 0.9967 2.2621 0.001
N 0.1459 0.8788 3.5237 0.000
C 1.0965 -0.1584 3.5921 0.000
C 1.4046 -0.3132 2.0852 0.001
O 2.2554 -1.0865 1.6933 0.001
N 0.4823 0.3586 1.2646 0.008
C 2.3293 0.2025 4.4196 0.000
C 3.3607 -0.7509 4.5502 0.000
C 4.4547 -0.5097 5.3825 0.000
C 4.5440 0.6900 6.0883 0.000
C 3.5429 1.6548 5.9552 0.000
C 2.4411 1.4182 5.1269 0.000
C 0.2619 -1.3044 4.2681 0.000
C 0.6022 -1.8927 5.5150 0.000
C -0.2640 -2.7927 6.1543 0.000
C -1.4861 -3.1315 5.5789 0.000
C -1.8526 -2.5722 4.3634 0.000
C -1.0008 -1.6716 3.7252 0.000
H -0.3467 1.2851 4.3370 0.000
H 3.2950 -1.7017 4.0361 0.000
H 5.2239 -1.2629 5.4928 0.000
H 5.3862 0.8687 6.7444 0.000
H 3.6122 2.5816 6.5097 0.000
H 1.6736 2.1770 5.0693 0.000
H 1.5051 -1.6394 6.0438 0.000
H 0.0016 -3.2103 7.1161 0.000
H -2.1632 -3.8098 6.0833 0.000
H -2.8138 -2.8095 3.9229 0.000
H -1.3817 -1.2326 2.8250 0.000